Here is a gas-phase ion, C56H50N3 (charge +1) in a non-equilibrium geometry from OMol25. Energies are from ωB97M-V/def2-TZVPD.

Computed properties:
**Strongest force on any atom**: 0.0458 hartree/bohr
**Kohn-Sham gap**: 0.21028 Ha
**ΔE to the lowest compared entry with this formula, charge and spin**: 0.00 kcal/mol
**HOMO**: -9.074 eV
**E_tot**: -2327.97980 Eh
**Net charge**: +1
**2S+1**: 1
**LUMO**: -3.35 eV

```
109
C56H50N3 | OMol25 | ωB97M-V/def2-TZVPD
C -4.57627 2.44040 1.91574
C -4.16740 1.83571 0.72406
C -2.82414 1.88845 0.33944
C -1.88876 2.52188 1.15006
C -0.39220 2.48927 0.80881
C -0.03469 3.47407 -0.33185
N 0.74117 4.53855 -0.09985
C 1.19320 4.82159 1.28093
C 2.22897 5.93264 1.41931
C 1.96366 7.14696 0.54779
C 1.82505 6.69483 -0.89956
C 0.75071 5.62986 -1.10241
C -0.74622 3.40480 -1.62022
C -2.04658 3.95335 -1.70734
C -2.72847 3.99449 -2.91673
C -2.15008 3.43488 -4.05996
C -0.85706 2.90385 -3.99905
C -0.13324 2.95278 -2.81333
C -2.30287 3.13576 2.33364
C -3.64259 3.08872 2.72543
H -5.62857 2.41075 2.20438
H -4.88555 1.31532 0.08503
H -2.51109 1.44753 -0.61012
H 0.04978 2.92783 1.70538
H 0.30909 5.08204 1.89550
H 1.64787 3.90922 1.69370
H 2.25496 6.21577 2.47444
H 3.21388 5.52244 1.17446
H 1.05239 7.66222 0.87204
H 2.79543 7.84875 0.64101
H 1.57320 7.54660 -1.53807
H 2.78940 6.30726 -1.25309
H 0.88483 5.19912 -2.10381
H -0.23887 6.12664 -1.10520
H -2.49375 4.36274 -0.79803
H -3.70686 4.47611 -2.95715
H -2.70111 3.43352 -5.00205
H -0.40257 2.46669 -4.89250
H 0.91288 2.63208 -2.77211
H -1.56938 3.65509 2.95851
H -3.93803 3.55649 3.66909
C -4.96895 -6.16895 2.33716
C -5.17543 -4.84165 1.93846
C -4.23708 -3.85706 2.26636
C -3.09105 -4.18649 3.01732
N -2.29612 -3.16636 3.57979
C -1.74999 -3.37110 4.89002
C -0.59441 -4.13959 5.06006
C -0.06706 -4.31795 6.34186
C -0.68546 -3.72512 7.44643
C -1.83764 -2.95264 7.26927
C -2.37459 -2.77641 5.99312
C -1.99475 -1.98309 2.90074
C -1.43398 -0.89547 3.60094
C -0.77840 0.11391 2.90977
C -0.67058 0.05865 1.51481
C 0.20470 1.10310 0.80672
C 0.89143 0.46816 -0.40890
C 0.29027 0.19670 -1.63745
C 0.97825 -0.54625 -2.60259
C 2.23775 -1.09963 -2.31250
N 2.95169 -1.78379 -3.29290
C 4.27098 -2.27234 -3.10871
C 4.59118 -3.52956 -3.65265
C 5.87767 -4.04488 -3.51137
C 6.85941 -3.30828 -2.83881
C 6.54600 -2.05395 -2.30728
C 5.26605 -1.51613 -2.47471
C 2.40912 -1.96112 -4.59908
C 3.05499 -1.33187 -5.67283
C 2.68919 -1.65137 -6.97559
C 1.69764 -2.61164 -7.20859
C 1.03363 -3.21086 -6.13274
C 1.34946 -2.84883 -4.82097
C 2.76724 -0.93917 -1.02124
C 2.15712 -0.06223 -0.13927
C -1.36166 -0.93331 0.81652
C -2.04628 -1.93296 1.49783
C -2.85474 -5.53407 3.34637
C -3.78412 -6.51946 2.99792
H -5.72501 -6.93019 2.12873
H -6.07202 -4.56515 1.38069
H -4.39902 -2.82195 1.96191
H -0.12902 -4.60024 4.18705
H 0.83182 -4.92113 6.46645
H -0.27434 -3.86852 8.44732
H -2.32556 -2.47916 8.12097
H -3.26303 -2.16552 5.82623
H -1.45046 -0.86716 4.68900
H -0.32929 0.94942 3.45276
H 1.05523 1.22498 1.50070
H -0.72038 0.54338 -1.86688
H 0.52189 -0.70473 -3.57866
H 3.81868 -4.09152 -4.18438
H 6.10428 -5.02613 -3.92638
H 7.86235 -3.71711 -2.71954
H 7.29106 -1.48075 -1.75653
H 5.02312 -0.51646 -2.10702
H 3.84805 -0.61104 -5.45752
H 3.19629 -1.15794 -7.80556
H 1.44663 -2.88984 -8.23315
H 0.26453 -3.96436 -6.30513
H 0.81690 -3.26923 -3.96252
H 3.66418 -1.47280 -0.72151
H 2.65374 0.17347 0.80533
H -1.36697 -0.94355 -0.27144
H -2.54840 -2.71257 0.92696
H -1.94883 -5.80798 3.88529
H -3.58804 -7.56012 3.26721
```